1.
32
Properties=species:S:1:pos:R:3 method="wB97M-V/def2-TZVPD" energy_ev=-21632.4859 smiles=CO[Si](C)(OC)C1CCCCC1 de_lowest_kcal_mol=0.00 max_force_ha_per_bohr=0.041
C 2.56437 -1.09198 -1.72630
O 2.53241 -0.46257 -0.46243
Si 1.17724 -0.59492 0.51394
C 1.66629 -0.47035 2.28149
O 0.43222 -2.07660 0.22275
C 0.88940 -3.14685 0.99820
C -0.04737 0.79077 0.05949
C -1.30175 0.56677 0.94629
C -2.32180 1.68828 0.66538
C -2.68936 1.76866 -0.84398
C -1.40470 2.05255 -1.64591
C -0.41512 0.87004 -1.41594
H 1.82985 -0.65407 -2.38854
H 3.58863 -0.95792 -2.13405
H 2.29040 -2.15388 -1.59790
H 1.73753 0.56705 2.57341
H 0.90641 -1.02190 2.82610
H 2.65783 -0.91322 2.43741
H 0.60430 -2.97073 2.05391
H 0.43973 -4.08584 0.63389
H 1.96679 -3.23876 0.91487
H 0.42635 1.70161 0.34656
H -1.78571 -0.36866 0.61357
H -1.05561 0.44120 1.99648
H -3.22067 1.60652 1.29053
H -1.95577 2.67546 0.92662
H -3.14527 0.83332 -1.21815
H -3.44498 2.56102 -1.06310
H -1.62817 2.22183 -2.69185
H -0.92412 2.95178 -1.30153
H -0.83177 -0.11062 -1.74794
H 0.46242 1.02197 -2.06329



2.
31
Properties=species:S:1:pos:R:3 method="wB97M-V/def2-TZVPD" energy_ev=-19580.4780 de_lowest_kcal_mol=60.03 max_force_ha_per_bohr=0.068
C 2.69385 1.91010 0.56049
C 1.86510 0.99760 1.01061
C -1.80727 0.57542 -2.67987
C -1.92693 1.32793 1.22237
C 0.00708 -2.89215 -0.18466
C 1.86885 0.34517 2.34603
C -0.51806 1.06026 -2.01353
C -1.47380 -0.06481 0.79578
C 0.54622 -1.75207 -1.04246
O 1.50509 -1.01942 2.28245
Si -0.07907 -0.02288 -0.50473
H 2.60883 2.32624 -0.42872
H 3.50648 2.29902 1.16495
H -2.64095 0.60270 -1.98080
H -2.06506 1.20323 -3.53099
H -1.69889 -0.44636 -3.03870
H -1.07332 1.91740 1.54593
H -2.40745 1.85249 0.39886
H -2.63807 1.26918 2.04487
H -1.07535 -2.96224 -0.27524
H 0.43360 -3.84424 -0.49519
H 0.24530 -2.73782 0.86530
H 2.85907 0.44798 2.82626
H 1.12402 0.81800 2.99593
H -0.63854 2.09976 -1.70788
H 0.29159 1.04280 -2.74427
H -2.33500 -0.62244 0.41845
H -1.11709 -0.60342 1.67241
H 0.27413 -1.93680 -2.08561
H 1.63695 -1.76937 -1.01802
H 2.02871 -1.42127 1.57997



3.
57
Properties=species:S:1:pos:R:3 method="wB97M-V/def2-TZVPD" energy_ev=-376061.8181 charge=+1 max_force_ha_per_bohr=0.096
C 0.75822 -7.59030 2.64591
O 0.00013 -6.52823 2.04982
C 0.55468 -5.20210 2.31654
Ga -0.47788 -3.72804 1.43778
O -2.33027 -4.15579 1.44226
B -3.13197 -3.55760 2.42034
O -4.11287 -4.37014 2.94225
O -2.95563 -2.24745 2.73905
O 0.07725 -2.09028 2.16718
B 1.40196 -2.08595 2.44162
O 2.32386 -1.46835 1.49161
O 1.91836 -2.67183 3.56219
H 0.84863 -8.41111 1.93205
H 0.27769 -7.92881 3.56710
H 1.75868 -7.22939 2.89042
H 1.56533 -5.17226 1.88974
H 0.63542 -5.03604 3.39536
H -0.05915 -3.63327 -0.11018
H -4.80078 -3.85281 3.36859
H -2.49843 -2.18826 3.63085
H 2.52592 -0.55663 1.72384
H 2.63258 -2.20170 3.99437
K 0.04303 -0.67950 0.66405
Mg -1.93354 -6.20968 1.08519
C 2.06361 3.84115 -1.13169
Br 2.86565 3.14018 -2.72170
Br 0.17447 3.44381 -1.10374
Br 2.98887 3.23710 0.51242
H 2.16283 4.91928 -1.14492
C -1.21236 -1.97268 5.66936
O -1.03840 -1.79546 6.89224
O -2.00961 -2.87396 5.20220
O -0.60578 -1.28904 4.77255
Na 1.98705 3.39723 3.08656
O -2.61057 1.46943 -2.37528
H -2.17506 2.18420 -1.90355
H -2.98182 1.89545 -3.15079
C -3.26787 5.09781 -4.80549
C -3.42608 4.66716 -3.41804
N -3.46879 4.31060 -2.32685
H -2.78542 4.26732 -5.34185
H -4.23642 5.30861 -5.26173
H -2.65316 6.00581 -4.83034
C 4.27904 1.78683 -6.76679
C 5.26861 2.00758 -5.59870
O 6.39775 2.57318 -5.93641
H 4.71905 1.11026 -7.50188
H 3.34000 1.34390 -6.40668
H 4.05103 2.73865 -7.25203
H 5.36049 1.02757 -5.06339
H 4.66263 2.63872 -4.84803
Li -1.99912 4.95289 -6.67147
C -2.24553 5.85769 2.74456
Cl -0.67662 5.43872 3.52252
Cl -2.18134 7.54078 2.24611
Cl -2.48210 4.81975 1.33610
Cl -3.52660 5.60446 3.90606



In the order shown, the computed gap between HOMO and LUMO values come out to 10.1110 9.0921 1.4632 eV.
In the order shown, the computed E_LUMO values come out to 0.926 0.870 -5.188 eV.